Record 1
103
Properties=species:S:1:pos:R:3:forces:R:3 method="wB97M-V/def2-TZVPD" orbital_gap_ev=6.4 multiplicity=1 total_charge=+2 de_lowest_kj_mol=0.0 e_tot_ev=-79470.337 fmax_ev_per_a=0.83
Ir 0.18797 0.31594 0.33671 -0.436 0.257 0.659
C 0.78721 2.40326 -2.63336 -0.062 -0.008 0.131
C 1.99638 1.91261 -1.89075 -0.084 0.060 -0.117
C 3.21229 2.33980 -2.47621 0.001 -0.056 -0.040
C 4.40496 1.95169 -1.97234 -0.055 -0.016 0.027
C 4.41362 1.13538 -0.82660 0.036 0.030 -0.010
C 5.64091 0.72194 -0.27013 0.003 -0.007 -0.020
C 5.66176 -0.05275 0.85379 -0.027 -0.004 0.003
C 4.44866 -0.42155 1.44442 0.033 0.028 -0.030
C 3.23667 -0.02346 0.92135 0.002 -0.011 0.080
S 1.79760 -0.51027 1.76114 0.082 -0.335 -0.197
C 3.17654 0.76096 -0.25095 0.038 -0.027 0.019
N 1.94290 1.14811 -0.80247 -0.052 0.035 0.355
H 1.09044 2.73348 -3.62279 0.008 0.061 0.009
H 0.34991 3.27883 -2.14060 -0.027 -0.047 0.031
H 0.04485 1.63272 -2.79498 -0.090 -0.102 0.081
H 3.15836 2.96152 -3.35731 0.003 0.015 0.008
H 5.33898 2.25210 -2.43010 0.003 0.009 0.011
H 6.55662 1.03587 -0.75367 0.000 0.002 0.001
H 6.59681 -0.37674 1.28944 -0.002 -0.001 0.002
H 4.44840 -1.03242 2.33884 0.005 0.002 -0.001
C 2.41222 3.10850 2.12245 -0.010 0.016 0.022
C 1.19059 3.90216 1.76658 -0.004 0.005 0.016
C 1.28319 5.26250 1.49652 -0.006 0.004 0.006
C 0.15473 6.02086 1.23003 -0.008 0.005 0.010
C -1.09703 5.43179 1.26899 0.001 0.000 0.031
C -1.24187 4.07715 1.55387 0.019 -0.059 -0.078
C -2.62942 3.50265 1.70086 0.003 0.033 0.023
C -0.08018 3.32159 1.75815 -0.066 0.011 -0.004
N -0.23544 1.90031 1.92276 0.744 -0.186 -0.298
C -0.57267 1.38782 3.04259 -0.044 -0.058 -0.247
C -0.60770 2.11726 4.34093 -0.088 0.022 -0.015
C -1.06687 -0.02991 2.95916 0.193 0.016 0.026
C -1.71066 -0.59386 4.18383 0.053 -0.013 -0.070
N -1.00823 -0.60711 1.80662 -0.497 0.175 -0.313
C -1.81014 -1.82473 1.65484 -0.185 0.254 0.118
C -1.28540 -3.09534 1.87782 -0.001 -0.087 0.092
C 0.15456 -3.36155 2.20494 0.006 0.078 0.067
C -2.17704 -4.16799 1.85201 0.025 0.007 0.068
C -3.53150 -3.98665 1.65051 0.010 0.014 0.009
C -4.03024 -2.71068 1.44619 0.022 -0.049 -0.121
C -3.18061 -1.61483 1.43353 0.155 0.025 -0.005
C -3.75387 -0.23959 1.22583 0.014 0.033 0.088
H 3.27897 3.76160 2.20442 -0.003 -0.004 0.008
H 2.62758 2.35306 1.37283 0.009 0.013 0.006
H 2.29171 2.58127 3.07129 -0.008 0.007 0.006
H 2.25838 5.73259 1.51206 0.001 -0.002 0.002
H 0.24926 7.07817 1.02303 -0.002 -0.003 -0.018
H -1.98299 6.03192 1.10240 -0.001 -0.001 -0.003
H -3.34355 4.06729 1.10333 -0.008 -0.007 -0.006
H -2.96805 3.56514 2.73869 0.017 0.019 0.001
H -2.70593 2.44994 1.42598 -0.008 0.023 0.068
H -0.18601 3.11337 4.23571 -0.003 0.003 -0.002
H -0.02728 1.55647 5.07641 0.003 0.012 0.002
H -1.62377 2.20158 4.73029 -0.002 0.001 -0.001
H -2.52691 0.05799 4.50328 -0.010 -0.019 0.001
H -0.98163 -0.60485 4.99680 0.008 0.010 -0.007
H -2.09682 -1.59600 4.04062 0.014 -0.039 -0.048
H 0.79606 -3.25158 1.33038 -0.003 0.026 0.011
H 0.26317 -4.37630 2.58264 0.018 -0.008 -0.022
H 0.53743 -2.67616 2.96125 -0.015 -0.021 0.018
H -1.78929 -5.16378 2.02610 0.010 0.003 -0.004
H -4.19853 -4.83820 1.65464 -0.011 0.000 0.022
H -5.09132 -2.55856 1.29271 0.000 0.004 0.001
H -4.80449 -0.30414 0.95075 0.002 0.004 -0.008
H -3.23261 0.29205 0.42998 -0.088 -0.085 -0.019
H -3.69302 0.37378 2.12887 -0.004 -0.002 0.012
N -1.34238 1.39092 -0.72945 0.017 -0.007 0.003
C -1.93536 0.74351 -1.89070 0.140 0.018 -0.104
C -3.00924 1.33088 -2.54068 -0.007 -0.008 -0.031
C -3.49571 0.75214 -3.70196 -0.007 0.005 0.018
C -2.90532 -0.40100 -4.20681 0.014 -0.013 0.006
C -1.84698 -0.99091 -3.53715 -0.040 0.004 -0.020
C -1.34129 -0.41615 -2.36894 -0.112 -0.092 0.106
P -0.07335 -1.22285 -1.33460 0.427 0.024 -0.137
C 1.44562 -1.45170 -2.29672 -0.158 0.018 -0.196
C 1.50007 -1.24356 -3.67305 0.024 0.096 0.026
C 2.68526 -1.46057 -4.36174 0.018 -0.009 0.005
C 3.81354 -1.90184 -3.68519 -0.014 0.004 -0.026
C 3.75972 -2.12397 -2.31596 0.004 0.018 0.029
C 2.58277 -1.89300 -1.62181 0.016 -0.066 -0.048
C -0.74527 -2.91075 -1.21301 0.210 -0.090 -0.005
C -2.11331 -3.14893 -1.33113 -0.038 0.046 -0.089
C -2.58770 -4.44445 -1.45486 0.005 0.009 0.015
C -1.70660 -5.51585 -1.44038 -0.022 -0.003 0.020
C -0.34661 -5.29068 -1.28548 -0.006 -0.014 0.045
C 0.13457 -3.99629 -1.17937 -0.091 0.045 0.010
H -2.06521 1.69128 -0.08060 0.009 -0.068 -0.061
H -0.89143 2.25306 -1.02942 -0.068 0.042 -0.029
H -3.45374 2.23863 -2.14934 -0.001 0.001 0.000
H -4.33521 1.20087 -4.21535 0.004 0.005 -0.003
H -3.28549 -0.85061 -5.11386 0.000 -0.002 0.002
H -1.43082 -1.91946 -3.90633 0.011 -0.008 0.002
H 0.63097 -0.89794 -4.21689 0.011 0.006 0.001
H 2.72409 -1.29079 -5.42943 -0.004 -0.004 -0.002
H 4.73381 -2.07780 -4.22614 -0.001 -0.003 -0.002
H 4.63621 -2.47223 -1.78498 -0.001 0.000 0.004
H 2.54606 -2.06525 -0.55336 0.021 0.017 0.054
H -2.81656 -2.32698 -1.35514 0.002 -0.007 -0.007
H -3.65025 -4.61620 -1.56575 -0.002 0.008 0.001
H -2.07934 -6.52535 -1.55210 -0.001 -0.002 0.000
H 0.34601 -6.12142 -1.27114 0.000 -0.004 -0.002
H 1.19981 -3.83884 -1.09815 0.010 -0.032 -0.033



Record 2
108
Properties=species:S:1:pos:R:3:forces:R:3 method="wB97M-V/def2-TZVPD" orbital_gap_ev=8.3 multiplicity=1 de_lowest_kj_mol=326.6 smiles=Oc1ccc(O)cc1.Oc1ccc(O)cc1.Oc1ccc(O)cc1.c1ccncc1.c1ccncc1.c1ccncc1.c1ccncc1.c1ccncc1.c1ccncc1 e_tot_ev=-71763.267 fmax_ev_per_a=14.24
O -2.52240 5.26432 4.03881 0.740 -0.346 -0.105
C -1.41840 4.54332 3.62181 0.939 -3.437 -1.864
C -1.49540 3.61132 2.48781 6.523 0.440 2.410
C -0.27940 2.80032 1.99781 -4.436 1.688 0.500
C 0.81460 2.86932 2.82681 0.484 -0.872 1.404
O 1.82160 1.98732 2.64681 2.607 -1.958 -0.500
C 0.98760 3.72232 3.98281 -4.086 0.911 -1.212
C -0.20040 4.51032 4.36281 1.337 -3.539 -4.966
H -3.30540 4.83732 3.66681 0.147 0.174 0.018
H -2.28640 3.52232 1.89581 -3.630 -0.097 -2.179
H -0.43040 2.11332 1.01881 0.699 1.645 2.743
H 1.74260 0.98532 2.55781 -0.923 2.334 0.101
H 1.92760 3.79632 4.55581 -0.750 -0.303 -0.484
H -0.03840 5.13032 5.09781 0.371 3.264 4.114
O 9.78060 -0.57168 -2.26919 -8.679 4.350 -9.019
C 8.67560 -0.81068 -1.56719 -1.616 -0.157 0.069
C 7.60060 -1.46868 -2.10119 -3.433 -2.611 2.469
C 6.39560 -1.76268 -1.14919 2.777 1.709 -1.698
C 6.41660 -1.19768 0.17481 -0.315 -0.430 -1.560
O 5.34760 -1.38168 1.02381 -0.173 1.551 2.565
C 7.55760 -0.47168 0.57781 -0.789 -1.029 -0.467
C 8.62860 -0.36168 -0.26519 1.240 1.607 3.028
H 10.37460 -0.84568 -1.79819 11.125 -4.382 7.729
H 7.60260 -2.14568 -3.01519 0.214 1.636 0.990
H 5.61460 -2.31068 -1.73419 0.371 0.477 1.526
H 5.39060 -0.82168 1.93481 0.311 -1.830 -3.386
H 7.66460 -0.05268 1.57381 -0.347 -0.165 -0.027
H 9.47660 0.12632 0.35581 -0.821 -0.676 -2.116
O -5.50840 4.97432 -1.05419 -1.951 0.069 -1.136
C -4.51240 4.95132 -2.01319 0.023 1.220 -2.226
C -4.49840 5.92432 -3.06119 3.079 -1.442 -2.815
C -3.37340 5.73532 -4.13919 -2.848 2.574 1.538
C -2.37840 4.72132 -4.00219 -1.755 2.107 -0.878
O -1.41440 4.72132 -4.96619 0.387 0.256 0.276
C -2.43840 3.85332 -2.94919 -0.066 -1.807 3.553
C -3.52840 3.96232 -1.97319 1.473 1.319 -2.149
H -6.40640 5.09632 -1.53319 2.337 -0.213 1.248
H -5.28040 6.71532 -3.22319 1.015 -0.927 0.374
H -3.29840 6.63632 -5.05419 -0.227 -3.017 2.791
H -1.43840 5.64632 -5.26619 0.400 -0.597 -0.336
H -1.56840 3.08632 -2.67619 -2.116 1.770 -1.030
H -3.58340 3.38732 -1.09919 0.301 -1.266 0.875
C -4.24740 0.13432 2.92781 -0.732 0.273 0.779
C -4.60740 0.26332 4.29081 -3.586 0.087 0.778
C -3.74540 0.23932 5.36781 2.524 -0.006 -0.270
N -2.37940 0.15732 5.12181 -0.604 0.789 -1.954
C -1.96040 0.22632 3.81981 -3.223 -0.507 1.316
C -2.93240 0.15032 2.68281 3.097 0.147 4.119
H -4.93340 0.07332 2.05081 0.245 -0.008 1.242
H -5.72740 0.35332 4.50181 1.637 -0.138 -0.148
H -3.89740 0.34732 6.49081 -0.725 -0.312 -1.870
H -0.88940 0.35832 3.82681 0.172 -0.243 -1.045
H -2.57240 -0.02568 1.75581 1.305 -0.118 -3.005
C -2.17940 -5.18968 -1.46919 -0.592 3.796 3.430
C -3.56540 -5.10968 -1.60519 4.199 5.004 6.625
C -4.29840 -4.13868 -0.82919 -1.200 -2.722 -0.473
N -3.72740 -3.42468 0.10081 1.799 0.463 0.831
C -2.32540 -3.46168 0.26481 -3.000 -3.825 -4.924
C -1.47640 -4.30368 -0.54819 -6.774 0.833 0.880
H -1.56740 -5.83568 -1.93519 1.554 -2.309 -2.226
H -3.93540 -5.46368 -2.38019 -3.875 -4.027 -6.594
H -5.49840 -4.26468 -0.88219 2.851 1.007 0.083
H -2.02040 -2.82468 0.97281 1.498 2.251 2.428
H -0.51040 -4.07168 -0.37719 3.507 -0.396 -0.099
C 1.01760 -3.20768 -4.40919 0.199 -0.940 -0.286
C 0.73760 -4.59568 -4.11219 4.084 6.311 3.869
C 1.23160 -4.96868 -2.86619 0.770 2.159 1.832
N 1.98760 -4.23068 -1.97919 0.594 1.835 -1.414
C 2.33960 -2.90468 -2.30619 -5.474 -5.305 -4.104
C 1.70960 -2.38268 -3.45819 0.091 0.144 -0.535
H 0.78260 -2.83468 -5.45719 0.056 -0.141 1.694
H 0.31460 -5.25468 -4.68519 -2.546 -3.308 -3.412
H 0.91260 -5.83068 -2.35819 -0.217 -1.597 0.020
H 2.93960 -2.31668 -1.77719 2.397 1.861 2.757
H 1.78660 -1.27968 -3.59719 0.048 -1.009 -0.366
C -2.74140 -1.21968 -2.86719 -2.163 -1.414 1.645
C -3.70240 -0.19568 -2.72019 -1.645 0.018 -0.091
C -3.66240 0.88032 -3.65819 -1.374 -1.333 2.173
N -2.74640 1.03332 -4.58719 1.146 -1.390 -1.611
C -1.98840 -0.06868 -4.83819 0.894 -0.834 -1.389
C -2.04540 -1.25468 -4.05019 1.277 2.065 -0.736
H -2.75740 -2.07468 -2.09319 0.281 1.356 -1.483
H -4.68740 -0.30768 -2.02519 2.945 0.404 -1.392
H -4.52540 1.55532 -3.57319 0.817 0.367 -0.298
H -1.23340 -0.18768 -5.83919 -2.278 1.088 2.893
H -1.35740 -2.01868 -4.35719 -0.035 -0.527 0.272
C 1.97760 0.40732 -0.56319 0.732 0.519 0.532
C 0.89060 0.87032 -1.30419 -1.165 -2.521 1.525
C -0.39240 0.26732 -1.00019 0.944 -1.506 -0.894
N -0.57640 -0.71168 -0.11319 1.743 -0.295 1.173
C 0.54560 -1.19068 0.63381 -2.894 0.341 -1.550
C 1.77460 -0.65368 0.38981 2.695 0.276 1.113
H 3.03460 0.87432 -0.61819 -1.915 -1.003 -0.253
H 0.88460 1.35532 -2.23919 0.615 1.323 -0.569
H -1.22440 0.32232 -1.75719 0.722 0.718 1.152
H 0.30060 -2.09168 1.28981 0.646 1.539 -0.811
H 2.71660 -1.03968 0.98181 -1.966 0.742 -1.311
C 0.85060 -1.69668 5.19581 2.177 1.408 0.157
C 1.74760 -2.40168 4.48881 3.089 2.915 -0.065
C 2.98360 -1.86068 4.17481 2.298 -0.427 -3.646
N 3.30760 -0.61268 4.48881 1.731 -2.766 -1.627
C 2.51560 0.00232 5.30981 2.483 2.586 1.487
C 1.27660 -0.48768 5.67381 -1.387 3.006 3.192
H 0.01760 -2.18568 5.45481 -3.502 -1.035 0.988
H 1.60860 -3.24368 4.02881 -1.467 -5.146 -1.929
H 3.83060 -2.43068 3.31681 -2.873 1.491 2.939
H 3.31860 0.82032 5.67181 -3.565 -0.599 0.183
H 0.67960 0.13432 6.47381 0.978 -1.415 -1.887